1.
ORCA calculation (the ωB97M-V functional and the def2-TZVPD basis) on a structure of composition C40H36Cl2MgN2P2S7Te.

The calculation puts the LUMO energy at 0.1277 hartree. As for the orbital gap: 0.1853 Eh. As for the net charge: -2. The HOMO energy is -1.57 eV. As for the multiplicity: 1. The calculation puts the strongest force on any atom at 0.015 hartree/bohr.

Element x y z (Å)
Mg: 2.6197 -2.0022 0.4181
C: -4.1213 4.7642 2.3601
S: -4.6997 4.5596 0.6625
C: -4.2727 2.8160 0.4133
C: -2.7836 2.5309 0.4977
C: -2.4904 1.0540 0.2494
N: -1.0707 0.7225 0.2271
P: 0.0258 0.4646 1.5523
C: 0.0903 2.1405 2.3593
C: 0.1394 3.2970 1.5802
C: 0.2953 4.5498 2.1558
C: 0.4358 4.6703 3.5328
C: 0.4459 3.5241 4.3171
C: 0.2844 2.2734 3.7357
C: -0.9909 -0.3672 2.8520
C: -0.5535 -1.5984 3.3380
C: -1.2686 -2.2645 4.3260
C: -2.4407 -1.7188 4.8285
C: -2.8834 -0.4865 4.3624
C: -2.1526 0.1876 3.3938
P: -0.1856 0.3705 -1.1988
C: -0.5408 1.9320 -2.1669
C: -1.7022 2.1943 -2.8948
C: -1.9101 3.4293 -3.4948
C: -0.9485 4.4269 -3.3881
C: 0.2235 4.1758 -2.6883
C: 0.4230 2.9387 -2.0874
C: -1.1912 -0.7480 -2.2595
C: -0.7620 -0.8962 -3.5791
C: -1.3761 -1.8042 -4.4282
C: -2.4238 -2.5919 -3.9664
C: -2.8409 -2.4703 -2.6476
C: -2.2226 -1.5599 -1.7995
H: -4.4735 5.7351 2.7058
H: -3.0341 4.7390 2.4215
H: -4.5416 3.9874 3.0002
H: -4.6610 2.5698 -0.5780
H: -4.8269 2.2255 1.1488
H: -2.4108 2.8070 1.4837
H: -2.2517 3.1407 -0.2359
H: -2.9256 0.7652 -0.7119
H: -2.9920 0.4508 1.0126
H: 0.0401 3.2144 0.5047
H: 0.3121 5.4321 1.5261
H: 0.5521 5.6466 3.9882
H: 0.5822 3.6018 5.3892
H: 0.3156 1.3867 4.3579
H: 0.3587 -2.0302 2.9468
H: -0.9000 -3.2108 4.7016
H: -3.0006 -2.2424 5.5946
H: -3.7911 -0.0463 4.7592
H: -2.4716 1.1777 3.0871
H: -2.4561 1.4212 -2.9971
H: -2.8257 3.6152 -4.0443
H: -1.1085 5.3900 -3.8581
H: 0.9865 4.9412 -2.6119
H: 1.3471 2.7378 -1.5540
H: 0.0745 -0.3023 -3.9336
H: -1.0312 -1.9043 -5.4510
H: -2.8993 -3.3098 -4.6245
H: -3.6372 -3.1003 -2.2700
H: -2.5162 -1.5081 -0.7585
S: 3.5533 -4.0451 7.5244
C: 3.4267 -3.5665 5.9228
S: 3.4917 -4.6391 4.5952
C: 3.3180 -3.4862 3.2917
C: 3.1882 -2.1978 3.6835
S: 2.9955 -0.7947 2.6664
S: 3.2140 -1.9506 5.4148
S: 3.3450 -4.1014 1.6566
Te: 3.1727 -0.1124 -1.5807
C: 4.8974 -0.7362 -2.6437
C: 5.2894 -0.3069 -3.8867
C: 6.4500 -0.9707 -4.3833
C: 6.9298 -1.9054 -3.5149
S: 5.9658 -1.9641 -2.0986
H: 4.7529 0.4625 -4.4256
H: 6.9012 -0.7614 -5.3448
H: 7.7840 -2.5533 -3.6318
Cl: -0.3300 -6.5947 -1.5407
C: 0.7750 -5.3721 -2.1130
C: 0.7404 -4.9681 -3.4311
C: 1.6428 -3.9982 -3.8306
C: 2.5157 -3.4709 -2.8927
N: 2.5278 -3.8499 -1.6153
C: 1.6689 -4.7924 -1.2287
H: 0.0206 -5.3952 -4.1173
H: 1.6586 -3.6374 -4.8503
H: 3.2274 -2.7036 -3.1709
H: 1.6854 -5.0772 -0.1836
Cl: 0.2268 -2.3557 0.1667

Löwdin population analysis, charges in e, atoms 1 to 2: -0.121, -0.422


2.
ORCA calculation (the ωB97M-V functional and the def2-TZVPD basis) on a structure of composition C40H36Cl3FeN2O3Si2.

The calculation puts the LUMO energy (spin up / spin down) at 0.0173 / -0.0445 hartree. As for the orbital gap (spin up / spin down): 0.2851 / 0.2302 Eh. As for the net charge: 0. The HOMO energy (spin up / spin down) is -7.29 / -7.47 eV. As for the multiplicity: 6. The calculation puts the strongest force on any atom at 0.022 hartree/bohr.

Element x y z (Å)
Fe: 0.3483 1.4358 -0.6732
C: -0.7108 0.2789 3.5418
Si: -0.2911 1.7255 2.4232
C: -1.8376 2.2753 1.5333
C: 0.2322 3.1487 3.5090
N: 0.8946 1.3251 1.2296
C: 2.1965 0.9713 1.5277
C: 2.6935 0.7035 2.8169
C: 4.0021 0.2975 3.0437
C: 4.8860 0.1317 1.9883
C: 4.4411 0.3963 0.6964
C: 3.1432 0.8179 0.4980
O: 2.6188 1.0506 -0.7704
C: 3.4472 1.2614 -1.8630
C: 4.4020 2.2642 -1.8483
C: 5.1668 2.4737 -2.9851
C: 4.9700 1.6964 -4.1212
C: 3.9990 0.7059 -4.1193
C: 3.2322 0.4813 -2.9823
H: -1.4744 0.5656 4.2714
H: 0.1650 -0.0604 4.1009
H: -1.0987 -0.5797 2.9880
H: -2.6987 2.2646 2.2093
H: -2.1055 1.6679 0.6634
H: -1.7148 3.3037 1.1821
H: -0.5933 3.4275 4.1712
H: 0.4774 4.0178 2.8920
H: 1.0994 2.9278 4.1340
H: 2.0253 0.8117 3.6604
H: 4.3283 0.1077 4.0588
H: 5.9051 -0.1893 2.1551
H: 5.1085 0.2802 -0.1481
H: 4.5415 2.8638 -0.9579
H: 5.9139 3.2569 -2.9856
H: 5.5688 1.8679 -5.0057
H: 3.8320 0.1050 -5.0038
H: 2.4508 -0.2686 -2.9679
Cl: -1.7702 8.3710 -0.2375
C: -1.4238 6.7036 -0.6178
C: -0.1331 6.2273 -0.4933
C: 0.1235 4.9045 -0.8022
Cl: 1.7558 4.3165 -0.6402
C: -0.8611 4.0090 -1.2441
O: -0.6343 2.7548 -1.5500
C: -2.1532 4.5527 -1.3449
Cl: -3.4432 3.5071 -1.8556
C: -2.4416 5.8711 -1.0428
H: 0.6657 6.8753 -0.1619
H: -3.4539 6.2385 -1.1347
O: -1.0472 -0.8462 -0.4940
Si: -1.7767 -2.3986 -0.3516
C: -0.4446 -3.2810 0.5755
C: -0.4198 -4.5858 0.9642
C: 0.7100 -5.1577 1.5889
C: 1.8904 -4.3873 1.7619
C: 1.9399 -3.0849 1.4048
C: 0.7266 -2.3853 0.8868
C: -3.3893 -2.2156 0.5128
C: -4.3032 -3.2748 0.4421
C: -5.4928 -3.2318 1.1558
C: -5.7878 -2.1257 1.9410
C: -4.8984 -1.0624 2.0102
C: -3.7059 -1.1090 1.3031
C: -1.9932 -3.1090 -2.0388
C: -0.9638 -3.8509 -2.6275
C: -1.0785 -4.3167 -3.9299
C: -2.2277 -4.0470 -4.6608
C: -3.2604 -3.3143 -4.0912
C: -3.1433 -2.8487 -2.7898
H: -1.2785 -5.2202 0.7667
H: 0.6922 -6.1931 1.8983
H: 2.7695 -4.8582 2.1833
H: 2.8354 -2.4888 1.5536
H: 0.4100 -1.6499 1.6479
H: -4.0912 -4.1391 -0.1788
H: -6.1917 -4.0559 1.0926
H: -6.7166 -2.0902 2.4962
H: -5.1336 -0.1939 2.6124
H: -3.0286 -0.2665 1.3537
H: -0.0668 -4.0751 -2.0602
H: -0.2750 -4.8910 -4.3730
H: -2.3191 -4.4085 -5.6772
H: -4.1558 -3.1033 -4.6615
H: -3.9542 -2.2739 -2.3566
N: 1.0705 -1.5331 -0.2800
C: 0.2518 -0.6733 -0.8395
H: 2.0521 -1.3960 -0.4789

Löwdin population analysis, charges in e, atoms 1 to 2: 0.792, -0.164


3.
ORCA calculation (the ωB97M-V functional and the def2-TZVPD basis) on a structure of composition C40H36ClN3PdSi2.

The calculation puts the LUMO energy (spin up / spin down) at -0.2328 / -0.3015 hartree. As for the orbital gap (spin up / spin down): 0.2342 / 0.1798 Eh. As for the net charge: +2. The HOMO energy (spin up / spin down) is -12.71 / -13.10 eV. As for the multiplicity: 5. The calculation puts the strongest force on any atom at 0.151 hartree/bohr.

Element x y z (Å)
C: 0.7943 -2.6945 3.1109
C: 1.5533 -1.4895 3.2124
C: 0.7526 -0.5122 3.8944
H: 2.5783 -1.3377 2.8573
C: -0.4883 -1.1296 4.2673
C: -0.4665 -2.4714 3.7573
H: -1.2672 -3.1936 3.8185
H: 1.1120 -3.6097 2.6142
H: 1.0386 0.5157 4.0824
H: -1.3062 -0.6249 4.7929
Pd: -0.2371 -1.1604 2.2191
Si: -0.5130 -0.3330 -2.1656
C: 1.5246 -0.4364 -2.4830
C: 2.0886 -0.2636 -3.7469
H: 1.4551 -0.0808 -4.6078
C: 3.4799 -0.2635 -3.9332
H: 3.8948 -0.2411 -4.9416
C: 4.3370 -0.2427 -2.8245
H: 5.4250 -0.1663 -2.9359
C: 3.7673 -0.3741 -1.5519
H: 4.3594 -0.2903 -0.6363
C: 2.3968 -0.6410 -1.4133
H: 2.0130 -0.9799 -0.4372
C: -0.6907 0.7822 -0.5304
C: 0.3788 0.9909 0.3909
H: 1.3814 0.6957 0.1060
C: 0.2527 1.7442 1.6331
H: 1.1399 1.9450 2.2357
C: -1.0724 2.1035 2.0551
H: -1.2300 2.5132 3.0472
C: -2.1405 1.8701 1.1775
H: -3.1521 2.1270 1.4931
C: -1.9122 1.3718 -0.1186
H: -2.7591 1.2890 -0.7953
H: -0.3596 -1.5232 -1.2927
Si: -0.2449 2.9490 0.2876
C: -1.1462 4.6580 0.1032
C: -0.3670 5.8285 0.1114
H: 0.7177 5.7621 0.2756
C: -0.9613 7.0810 -0.1211
H: -0.3392 7.9752 -0.1791
C: -2.3499 7.1964 -0.2988
H: -2.8114 8.1766 -0.4557
C: -3.1339 6.0376 -0.3032
H: -4.2110 6.1222 -0.4753
C: -2.5380 4.7842 -0.0918
H: -3.1786 3.9008 -0.0852
C: 1.2545 3.3279 -0.8064
C: 2.5451 3.5106 -0.3203
H: 2.7163 3.6590 0.7459
C: 3.6086 3.5254 -1.2271
H: 4.6195 3.6924 -0.8633
C: 3.3731 3.3341 -2.5893
H: 4.2038 3.2909 -3.2940
C: 2.0655 3.2345 -3.0674
H: 1.8531 3.1432 -4.1329
C: 0.9928 3.2538 -2.1732
H: -0.0380 3.2107 -2.5520
H: -0.3641 -0.2733 -3.5835
Cl: -2.5825 -0.6766 -2.6402
C: -5.2179 -4.4992 2.5350
C: -4.5958 -5.5474 1.8312
C: -3.3935 -5.2935 1.1751
C: -2.8264 -4.0061 1.2464
C: -3.5159 -2.9335 1.8449
C: -4.6874 -3.1954 2.5417
N: -1.5378 -3.7479 0.7753
N: -1.0617 -4.7521 0.1250
C: 0.2146 -4.5279 -0.3622
C: 0.6050 -5.3468 -1.4440
C: 1.8728 -5.1383 -1.9591
C: 2.7118 -4.2099 -1.3214
C: 2.2346 -3.5088 -0.2132
N: 0.9819 -3.5902 0.2368
H: -6.1374 -4.7059 3.0862
H: -5.0280 -6.5525 1.7952
H: -2.8527 -6.0515 0.6100
H: -3.0795 -1.9375 1.7392
H: -5.1875 -2.3883 3.0848
H: -0.1362 -6.0810 -1.7734
H: 2.1958 -5.6992 -2.8323
H: 3.7315 -4.0468 -1.6639
H: 2.8967 -2.8335 0.3276

Löwdin population analysis, charges in e, atoms 1 to 2: -0.158, -0.141


4.
ORCA calculation (the ωB97M-V functional and the def2-TZVPD basis) on a structure of composition C40H36N10O8S4Ti.

The calculation puts the LUMO energy (spin up / spin down) at 0.1547 / 0.1546 hartree. As for the orbital gap (spin up / spin down): 0.1935 / 0.2310 Eh. As for the net charge: -2. The HOMO energy (spin up / spin down) is -1.06 / -2.08 eV. As for the multiplicity: 3. The calculation puts the strongest force on any atom at 0.063 hartree/bohr.

Element x y z (Å)
Ti: 1.1057 0.2401 -1.2321
N: -6.6274 -2.0976 -2.3051
C: -5.2565 -2.3897 -2.1813
C: -4.7645 -3.6443 -2.5374
C: -3.4203 -3.9418 -2.3696
C: -2.5649 -2.9920 -1.8470
C: -3.0482 -1.7498 -1.4579
C: -4.3858 -1.4483 -1.6337
S: -0.8476 -3.3899 -1.5183
O: -0.4034 -4.4587 -2.3869
O: -0.8334 -3.7388 -0.1133
N: -0.0144 -1.9938 -1.7281
C: -0.2040 -1.3771 -2.9149
N: -0.8613 -1.9321 -3.9436
C: -0.9545 -1.2352 -5.0670
C: -0.3833 0.0149 -5.2178
C: 0.2351 0.5533 -4.1087
N: 0.2983 -0.1055 -2.9542
H: -7.0875 -2.5903 -3.0531
H: -6.8203 -1.1089 -2.3273
H: -5.4401 -4.3911 -2.9422
H: -3.0189 -4.9063 -2.6553
H: -2.3805 -1.0116 -1.0236
H: -4.7441 -0.4693 -1.3356
H: -1.5209 -1.7106 -5.8618
H: -0.4199 0.5560 -6.1522
H: 0.6671 1.5461 -4.1040
S: -3.1144 1.6898 0.1718
C: -1.6979 2.2263 0.9270
N: -1.5605 3.5587 1.2892
C: -0.3094 3.9869 1.8694
C: 0.1376 2.9298 2.8544
N: 0.3810 1.7088 2.1211
C: 1.0649 0.6569 2.8663
C: 2.3191 1.1590 3.5206
C: 2.4783 1.1049 4.9009
C: 3.6382 1.5742 5.5024
C: 4.6519 2.1093 4.7220
C: 4.5115 2.1382 3.3393
C: 3.3560 1.6664 2.7386
C: -0.6455 1.3168 1.2557
S: -0.6019 -0.2682 0.5735
C: -2.3990 4.6090 0.7305
C: -3.3388 5.1423 1.7928
C: -4.4326 4.3761 2.2004
C: -5.2655 4.8249 3.2125
C: -5.0028 6.0268 3.8601
C: -3.9071 6.7830 3.4775
C: -3.0848 6.3437 2.4463
H: -0.4748 4.9330 2.3913
H: 0.4600 4.1338 1.0995
H: -0.6534 2.7901 3.6106
H: 1.0571 3.2336 3.3549
H: 1.3291 -0.1139 2.1473
H: 0.3850 0.2177 3.6117
H: 1.6828 0.6859 5.5069
H: 3.7521 1.5246 6.5792
H: 5.5501 2.4963 5.1887
H: 5.3157 2.5284 2.7279
H: 3.2459 1.6729 1.6594
H: -2.9497 4.1748 -0.1019
H: -1.7523 5.4013 0.3446
H: -4.5968 3.4220 1.7144
H: -6.1244 4.2315 3.5039
H: -5.6410 6.3630 4.6693
H: -3.6873 7.7144 3.9872
H: -2.2312 6.9460 2.1541
N: 2.6047 -6.7361 1.8688
C: 2.7778 -5.4718 1.2856
C: 4.0472 -5.0085 0.9371
C: 4.2001 -3.7468 0.3923
C: 3.0902 -2.9442 0.1957
C: 1.8343 -3.3659 0.5902
C: 1.6800 -4.6308 1.1256
S: 3.2763 -1.2919 -0.4326
O: 2.3220 -0.4979 0.3594
O: 4.6649 -0.9551 -0.2397
N: 2.7965 -0.9795 -1.9337
C: 2.7897 -1.9266 -2.9130
N: 3.0943 -3.2063 -2.6177
C: 2.9466 -4.0994 -3.5797
C: 2.5704 -3.7691 -4.8695
C: 2.3885 -2.4154 -5.1016
N: 2.5040 -1.4963 -4.1592
H: 3.2756 -7.4294 1.5814
H: 1.6543 -7.0645 1.8051
H: 4.9132 -5.6431 1.0935
H: 5.1761 -3.3706 0.1162
H: 0.9727 -2.7295 0.4716
H: 0.6824 -4.9613 1.3826
H: 3.1528 -5.1278 -3.2956
H: 2.4328 -4.5053 -5.6476
H: 2.1401 -2.0341 -6.0894
O: 2.7863 3.8313 -0.9603
C: 2.0777 2.8682 -1.1720
O: 2.4217 1.6227 -1.1074
C: 0.5597 2.9829 -1.4905
O: 0.0030 4.0376 -1.7327
O: 0.0142 1.8178 -1.4119

Löwdin population analysis, charges in e, atoms 1 to 2: 0.835, 0.070


5.
ORCA calculation (the ωB97M-V functional and the def2-TZVPD basis) on a structure of composition C40H37AsBIN11S3Sr.

The calculation puts the LUMO energy at 0.0645 hartree. As for the orbital gap: 0.2093 Eh. As for the net charge: -1. The HOMO energy is -3.94 eV. As for the multiplicity: 1. The calculation puts the strongest force on any atom at 0.015 hartree/bohr.

Element x y z (Å)
Sr: -0.3073 0.1830 -0.0266
C: 0.9531 -2.8919 -3.7072
C: 1.0185 -1.6506 -3.0698
N: 0.3137 -1.6499 -1.9474
N: -0.2262 -2.8797 -1.8362
C: 0.1478 -3.6433 -2.8764
B: -0.9532 -3.3525 -0.5631
N: -2.2905 -2.6071 -0.3721
C: -3.4864 -3.1860 -0.1795
C: -4.4479 -2.1981 -0.0974
C: -3.7244 -1.0134 -0.2575
N: -2.4320 -1.2654 -0.4184
N: -0.0161 -3.2033 0.6565
C: 0.6733 -4.1960 1.2405
C: 1.5287 -3.6479 2.1751
C: 1.2912 -2.2729 2.0828
N: 0.3652 -2.0118 1.1683
H: 1.4139 -3.1877 -4.6323
H: 1.5379 -0.7562 -3.3808
H: -0.1891 -4.6640 -2.9453
H: -1.2028 -4.5206 -0.6878
H: -3.5639 -4.2591 -0.1249
H: -5.5065 -2.3168 0.0468
H: -4.0623 0.0129 -0.2565
H: 0.5029 -5.2176 0.9447
H: 2.2129 -4.1593 2.8282
H: 1.7219 -1.4593 2.6457
S: -2.3919 2.0707 0.7458
C: -1.6425 3.6287 0.8906
C: -2.5460 4.6931 1.2016
N: -3.3141 5.5152 1.4587
C: -0.3141 3.9156 0.7124
S: 0.9362 2.7806 0.3213
C: 0.1128 5.2741 0.8536
N: 0.4897 6.3583 0.9632
S: 0.6582 0.6731 4.1249
C: -0.9871 0.3213 4.1208
N: -1.9095 1.2903 4.1935
C: -3.3407 1.0766 4.0373
C: -3.5907 -0.2184 3.2832
C: -2.8081 -1.3475 3.9318
N: -1.4165 -0.9546 4.0540
H: -1.5385 2.2151 4.0545
H: -3.7376 1.9200 3.4727
H: -3.8211 1.0523 5.0232
H: -3.2496 -0.0855 2.2571
H: -4.6552 -0.4528 3.2607
H: -2.8543 -2.2536 3.3248
H: -3.2231 -1.5836 4.9206
H: -0.6866 -1.6357 3.9410
C: -1.4763 -1.6283 -6.4459
C: -0.6726 -0.5236 -6.6741
C: -0.5117 0.4443 -5.6912
C: -1.1615 0.3177 -4.4713
C: -1.9391 -0.8164 -4.2348
C: -2.1078 -1.7756 -5.2187
As: -0.8736 1.4943 -2.9442
C: 0.1718 2.9113 -3.7609
C: 1.4815 3.0967 -3.3363
C: 2.2735 4.0784 -3.9190
C: 1.7584 4.8793 -4.9231
C: 0.4476 4.7016 -5.3490
C: -0.3415 3.7221 -4.7706
C: -2.5747 2.4289 -2.7715
C: -2.5475 3.7904 -2.4911
C: -3.7172 4.4620 -2.1722
C: -4.9240 3.7804 -2.1451
C: -4.9548 2.4239 -2.4303
C: -3.7833 1.7464 -2.7326
H: -1.5967 -2.3814 -7.2146
H: -0.1614 -0.4106 -7.6226
H: 0.1276 1.2970 -5.8850
H: -2.3789 -0.9816 -3.2541
H: -2.7128 -2.6507 -5.0157
H: 1.8741 2.5044 -2.5199
H: 3.2866 4.2253 -3.5667
H: 2.3704 5.6544 -5.3672
H: 0.0378 5.3329 -6.1279
H: -1.3658 3.5886 -5.1013
H: -1.6062 4.3276 -2.4688
H: -3.6759 5.5121 -1.9137
H: -5.8349 4.3034 -1.8840
H: -5.8928 1.8821 -2.3969
H: -3.8285 0.6789 -2.9146
I: 4.9548 -3.1790 -1.9984
C: 4.4245 -1.4052 -1.0499
C: 5.3455 -0.3892 -0.8498
C: 4.9137 0.7542 -0.2010
C: 3.5873 0.8458 0.1992
N: 2.6979 -0.1233 -0.0140
C: 3.1217 -1.2324 -0.6117
H: 6.3689 -0.4930 -1.1844
H: 5.5893 1.5753 -0.0065
H: 3.2168 1.7314 0.7007
H: 2.3890 -2.0195 -0.7412

Löwdin population analysis, charges in e, atoms 1 to 2: 0.855, -0.065